# C44H96O9P

A 9-piece molecular cluster, C44H96O9P overall (the ωB97M-V functional and the def2-TZVPD basis, the Open Molecules 2025 dataset).

As for the HOMO-LUMO gap: 4.173 eV. The net charge is -1. Its total energy is -74895.160 eV.

Last column: Löwdin charge in e.
Geometry (Å):
C (-2.33095, 3.31624, 1.73526)  -0.191
C (-2.82676, 2.33521, 0.61168)  -0.448
P (-1.78956, 2.33709, -0.97100)  0.828
C (-3.04949, 1.88459, -2.33147)  -0.318
C (-1.10388, 4.00492, -1.38492)  -0.410
C (0.51759, 3.98692, -1.35604)  -0.277
C (1.07363, 2.75242, -2.12496)  -0.394
O (1.10781, 2.81920, -3.34725)  0.020
C (1.55236, 1.41907, -1.48627)  -0.126
C (2.51208, 0.63152, -2.26973)  -0.029
C (3.02565, -0.66277, -1.79525)  -0.093
C (2.54596, -1.17050, -0.51855)  -0.109
C (1.59903, -0.40559, 0.31356)  -0.083
C (1.13631, 0.87587, -0.20248)  -0.070
H (-3.19722, 3.44875, 2.45330)  0.059
H (-2.06744, 4.34219, 1.38143)  0.043
H (-1.49104, 2.91014, 2.36310)  0.057
H (-3.92056, 2.47380, 0.37042)  0.060
H (-2.74945, 1.29099, 1.04046)  0.034
H (-3.29558, 2.83620, -2.87598)  0.002
H (-3.98672, 1.46719, -1.85195)  0.016
H (-2.62498, 1.09480, -3.00114)  0.007
H (-1.36554, 4.77682, -0.60341)  -0.020
H (0.83503, 4.89233, -1.95022)  0.088
H (0.91897, 4.07647, -0.30071)  0.080
H (2.88177, 0.97749, -3.26506)  0.092
H (3.76112, -1.24313, -2.40247)  0.086
H (2.86023, -2.16118, -0.09870)  0.085
H (1.20912, -0.76441, 1.28953)  0.081
H (0.42123, 1.44926, 0.43853)  0.071
C (-3.50418, 7.30220, -3.09107)  -0.080
C (-3.62484, 5.92366, -3.71672)  -0.286
O (-4.72804, 5.17420, -3.22633)  -0.163
C (-6.00977, 5.73897, -3.42892)  -0.283
C (-6.35295, 5.95881, -4.89239)  -0.081
H (-3.41854, 7.22033, -2.00448)  0.081
H (-2.62187, 7.81807, -3.47631)  0.074
H (-4.37553, 7.92639, -3.30422)  0.057
H (-2.72582, 5.34892, -3.47603)  0.092
H (-3.66668, 5.98978, -4.81045)  0.087
H (-6.10761, 6.66971, -2.85733)  0.101
H (-6.72876, 5.03723, -2.99873)  0.116
H (-5.66747, 6.65994, -5.37205)  0.065
H (-7.36516, 6.35988, -4.99007)  0.070
H (-6.29447, 5.01676, -5.44228)  0.068
C (-4.59547, 2.10095, -8.89090)  -0.083
C (-5.01969, 3.39979, -8.22496)  -0.288
O (-4.61389, 3.50349, -6.87291)  -0.169
C (-3.21446, 3.45420, -6.62749)  -0.261
C (-2.43929, 4.56306, -7.31771)  -0.075
H (-4.98998, 1.24329, -8.33992)  0.081
H (-4.96677, 2.06088, -9.91780)  0.072
H (-3.51014, 1.99570, -8.92459)  0.064
H (-6.11077, 3.45537, -8.22438)  0.115
H (-4.66635, 4.26628, -8.79501)  0.104
H (-2.81773, 2.46953, -6.89705)  0.106
H (-3.08392, 3.55241, -5.54783)  0.112
H (-2.52740, 4.50972, -8.40526)  0.062
H (-1.37979, 4.49813, -7.06365)  0.082
H (-2.81464, 5.54114, -7.00695)  0.070
C (1.53600, 0.52797, -5.73168)  -0.086
C (1.03886, 0.24690, -7.13887)  -0.272
O (1.98964, 0.54926, -8.15329)  -0.163
C (3.21509, -0.15786, -8.09327)  -0.289
C (3.05435, -1.66567, -8.19319)  -0.087
H (1.82959, 1.57504, -5.63154)  0.079
H (0.75451, 0.31284, -5.00100)  0.086
H (2.40642, -0.08121, -5.47792)  0.059
H (0.16791, 0.87471, -7.33662)  0.114
H (0.69998, -0.79057, -7.23561)  0.103
H (3.76722, 0.11883, -7.18850)  0.106
H (3.81430, 0.19096, -8.93799)  0.114
H (2.46772, -2.06982, -7.36676)  0.064
H (4.03179, -2.15293, -8.18015)  0.072
H (2.54187, -1.93394, -9.12027)  0.078
C (-1.83928, -1.58217, 2.35731)  -0.064
C (-2.57316, -1.09878, 3.59670)  -0.271
O (-3.95996, -0.88165, 3.38817)  -0.157
C (-4.71684, -2.00835, 2.97888)  -0.277
C (-4.67996, -3.15683, 3.97151)  -0.075
H (-1.96197, -0.86877, 1.53793)  0.072
H (-0.77311, -1.69709, 2.56697)  0.064
H (-2.21640, -2.54574, 2.00958)  0.065
H (-2.15193, -0.13851, 3.90234)  0.120
H (-2.41903, -1.78554, 4.43570)  0.082
H (-4.39686, -2.33793, 1.98447)  0.108
H (-5.74852, -1.66530, 2.87101)  0.116
H (-3.66915, -3.54405, 4.11181)  0.053
H (-5.30817, -3.97961, 3.62387)  0.072
H (-5.04262, -2.82816, 4.94893)  0.080
C (4.99577, 2.12164, 5.56126)  -0.081
C (4.67238, 0.76743, 4.95202)  -0.282
O (3.54835, 0.78774, 4.08851)  -0.163
C (3.64252, 1.64373, 2.95698)  -0.269
C (4.79822, 1.30200, 2.03330)  -0.072
H (4.13541, 2.50653, 6.11539)  0.079
H (5.84538, 2.03826, 6.24319)  0.070
H (5.25024, 2.86079, 4.79997)  0.064
H (4.43262, 0.06844, 5.75655)  0.115
H (5.54256, 0.35343, 4.43254)  0.095
H (3.68966, 2.69026, 3.27783)  0.107
H (2.70711, 1.53394, 2.40480)  0.105
H (5.76511, 1.40248, 2.53245)  0.055
H (4.79786, 1.96456, 1.16574)  0.081
H (4.71519, 0.26986, 1.68506)  0.077
C (-1.66669, -7.30458, 1.52949)  -0.075
C (-2.39867, -6.82550, 2.77193)  -0.283
O (-3.78583, -6.61041, 2.56491)  -0.162
C (-4.54293, -7.73599, 2.15384)  -0.280
C (-4.50680, -8.88849, 3.14344)  -0.083
H (-1.79236, -6.58892, 0.71319)  0.086
H (-0.60050, -7.41840, 1.73672)  0.078
H (-2.04294, -8.26763, 1.17972)  0.063
H (-1.97722, -5.86590, 3.07878)  0.115
H (-2.24281, -7.51336, 3.61035)  0.098
H (-4.22417, -8.06303, 1.15804)  0.106
H (-5.57434, -7.39218, 2.04888)  0.118
H (-3.49651, -9.27764, 3.28174)  0.064
H (-5.13663, -9.70878, 2.79313)  0.075
H (-4.86857, -8.56255, 4.12147)  0.081
C (-1.20175, -5.84598, 7.67690)  -0.078
C (-1.19439, -5.62824, 6.17294)  -0.285
O (-1.47990, -4.29237, 5.79293)  -0.168
C (-0.58682, -3.29788, 6.27248)  -0.272
C (0.84760, -3.50061, 5.81544)  -0.071
H (-2.16880, -5.56039, 8.09881)  0.083
H (-1.01220, -6.89617, 7.90998)  0.076
H (-0.43810, -5.25004, 8.17913)  0.064
H (-1.97023, -6.25165, 5.72417)  0.106
H (-0.24513, -5.95274, 5.73272)  0.108
H (-0.64689, -3.23017, 7.36427)  0.108
H (-0.94816, -2.34365, 5.88544)  0.103
H (1.26498, -4.44078, 6.18135)  0.063
H (1.47985, -2.68900, 6.18017)  0.079
H (0.90063, -3.52191, 4.72447)  0.082
C (10.07384, -1.87324, 5.11033)  -0.083
C (8.91812, -1.37640, 4.25770)  -0.279
O (8.37728, -0.14123, 4.69698)  -0.171
C (9.26516, 0.96490, 4.71627)  -0.279
C (9.85094, 1.29910, 3.35503)  -0.077
H (9.76144, -1.97863, 6.15255)  0.081
H (10.42404, -2.84222, 4.74826)  0.076
H (10.92027, -1.18477, 5.09159)  0.063
H (8.10534, -2.10335, 4.30787)  0.120
H (9.20828, -1.30993, 3.20403)  0.107
H (10.05702, 0.80131, 5.45573)  0.105
H (8.68500, 1.81974, 5.07111)  0.115
H (10.44914, 0.47892, 2.95420)  0.065
H (10.49327, 2.17916, 3.42470)  0.077
H (9.05374, 1.50379, 2.63684)  0.081

Cartesian forces (eV/Å) of the 2 atoms listed first:
-1.02 0.02 0.60
-0.28 -0.26 0.36